1.
{"formula": "C35H54N4O6P2SSe4TeZr", "method": "the ωB97M-V functional and the def2-TZVPD basis", "elements": ["Zr", "C", "C", "C", "P", "C", "C", "C", "C", "C", "C", "C", "C", "C", "C", "N", "C", "C", "C", "C", "C", "C", "C", "P", "C", "C", "C", "C", "C", "C", "H", "H", "H", "H", "H", "H", "H", "H", "H", "H", "H", "H", "H", "H", "H", "H", "H", "H", "H", "H", "H", "H", "H", "H", "H", "H", "H", "H", "H", "H", "H", "H", "H", "H", "H", "H", "H", "H", "H", "H", "Se", "Se", "Te", "Se", "C", "C", "S", "O", "O", "C", "C", "N", "C", "N", "C", "C", "N", "O", "O", "C", "H", "H", "H", "H", "H", "H", "H", "H", "H", "H", "H", "H", "H", "O", "C", "O", "H", "Se"], "xyz": [[-1.0674, -0.3062, 0.6199], [2.9982, 1.2894, 2.9612], [2.9335, 0.0458, 2.0758], [4.3228, -0.5077, 1.7651], [1.7936, 0.3267, 0.6333], [2.5215, 1.7483, -0.3362], [4.0406, 1.8689, -0.4731], [1.9450, 3.0741, 0.1739], [2.0846, -1.1675, -0.3510], [2.8872, -1.2414, -1.4850], [2.9853, -2.3981, -2.2457], [3.8651, -2.4603, -3.4677], [2.2247, -3.4898, -1.8421], [1.3933, -3.4279, -0.7417], [1.2930, -2.2710, 0.0519], [0.3692, -2.0986, 1.0889], [-0.0245, -3.2078, 1.8292], [0.7057, -4.4093, 1.9013], [0.1922, -5.5404, 2.5147], [-1.0583, -5.5404, 3.1160], [-1.6642, -6.7857, 3.7101], [-1.7141, -4.3167, 3.1935], [-1.1974, -3.1600, 2.6280], [-1.7839, -1.4859, 3.0054], [-3.5698, -1.4834, 3.5027], [-4.0578, -0.0346, 3.4427], [-3.9914, -2.0954, 4.8382], [-0.9036, -1.1741, 4.6340], [0.5530, -0.7991, 4.3856], [-0.9356, -2.3157, 5.6505], [3.4281, 1.0377, 3.9352], [2.0065, 1.7232, 3.1200], [3.6333, 2.0555, 2.5083], [2.3943, -0.7351, 2.6104], [4.9928, 0.2574, 1.3710], [4.2775, -1.3305, 1.0494], [4.7678, -0.8879, 2.6904], [2.1114, 1.5609, -1.3288], [4.4890, 2.1870, 0.4698], [4.2799, 2.6374, -1.2166], [4.5229, 0.9397, -0.7761], [2.4399, 3.3805, 1.0990], [0.8813, 2.9943, 0.3983], [2.1059, 3.8681, -0.5662], [3.4451, -0.3667, -1.8038], [4.2343, -1.4681, -3.7349], [3.3205, -2.8593, -4.3274], [4.7347, -3.1040, -3.3029], [2.2280, -4.3962, -2.4402], [0.7386, -4.2605, -0.5447], [1.6793, -4.4704, 1.4356], [0.7793, -6.4552, 2.4978], [-1.1340, -7.6782, 3.3717], [-2.7115, -6.8836, 3.4158], [-1.6290, -6.7720, 4.8045], [-2.6635, -4.2640, 3.7117], [-4.0698, -2.0553, 2.7162], [-3.5165, 0.5977, 4.1544], [-5.1254, 0.0014, 3.6791], [-3.9311, 0.4026, 2.4584], [-3.6078, -1.5149, 5.6828], [-3.6903, -3.1351, 4.9619], [-5.0833, -2.0608, 4.8853], [-1.4321, -0.3002, 5.0318], [1.0966, -1.6870, 4.0476], [1.0309, -0.4469, 5.3078], [0.6174, -0.0162, 3.6325], [-0.5445, -3.2340, 5.2092], [-1.9258, -2.5261, 6.0473], [-0.2844, -2.0511, 6.4917], [-3.5545, 0.3733, -0.5231], [-5.5858, 0.9888, 0.3104], [-5.2514, -3.2322, 0.5994], [-3.1731, -2.0010, -0.0718], [-3.1325, 4.3415, -7.5603], [-1.7071, 4.0207, -7.1365], [-1.4794, 4.5372, -5.4284], [-2.3198, 3.7170, -4.6068], [-1.5966, 5.9689, -5.3720], [0.2423, 4.1090, -5.1397], [0.7064, 4.4746, -3.7310], [-0.0575, 3.8469, -2.6645], [-0.0975, 2.5089, -2.4152], [-0.8354, 2.2227, -1.3597], [-1.3460, 3.3945, -0.9158], [-0.8757, 4.4185, -1.6964], [-1.0757, 5.7937, -1.5079], [-0.3313, 6.5910, -2.0788], [-1.9341, 6.1317, -0.7194], [0.5910, 1.5088, -3.2724], [-3.2940, 4.0260, -8.5906], [-3.3181, 5.4133, -7.4868], [-3.8439, 3.8191, -6.9209], [-0.9675, 4.5471, -7.7425], [-1.5094, 2.9480, -7.1699], [0.8183, 4.6916, -5.8616], [0.3629, 3.0489, -5.3555], [0.6584, 5.5477, -3.5934], [1.7480, 4.1620, -3.6339], [-1.9621, 3.4407, -0.0304], [1.5758, 1.8514, -3.6011], [-0.0210, 1.2843, -4.1499], [0.6914, 0.5896, -2.7065], [-0.8896, -2.7704, -2.2980], [-0.7568, -1.5661, -2.3927], [-0.7085, -0.6979, -1.4424], [-0.6566, -1.0963, -3.3943], [-1.1398, 1.7262, 2.1277]], "de_lowest_ev": 1.698, "total_charge": -2}

2.
{"formula": "C35H54O27", "method": "the ωB97M-V functional and the def2-TZVPD basis", "elements": ["C", "C", "C", "O", "C", "O", "O", "H", "H", "H", "H", "H", "H", "C", "C", "C", "O", "C", "O", "O", "H", "H", "H", "H", "H", "H", "C", "C", "C", "O", "C", "O", "O", "H", "H", "H", "H", "H", "H", "C", "C", "C", "O", "C", "O", "O", "H", "H", "H", "H", "H", "H", "C", "C", "C", "O", "C", "O", "O", "H", "H", "H", "H", "H", "H", "C", "C", "C", "O", "C", "O", "O", "H", "H", "H", "H", "H", "H", "C", "C", "C", "O", "C", "O", "O", "H", "H", "H", "H", "H", "H", "C", "C", "C", "O", "C", "O", "O", "H", "H", "H", "H", "H", "H", "C", "O", "C", "O", "O", "C", "H", "H", "H", "H", "H", "H"], "xyz": [[-1.6970, 0.3613, 2.4387], [-0.7701, 1.5435, 2.7326], [0.7124, 1.1774, 2.5148], [1.0235, 1.6772, 1.2269], [0.0075, 2.3309, 0.7702], [0.0123, 2.8406, -0.3198], [-1.0281, 2.3575, 1.6345], [-1.6986, -0.3080, 3.2407], [-1.3720, -0.1413, 1.5098], [-2.7391, 0.7631, 2.3139], [-0.9300, 1.9707, 3.7107], [1.0371, 0.1302, 2.4868], [1.4026, 1.5423, 3.2449], [3.3031, 1.8337, -0.8885], [3.7035, 3.1842, -1.5583], [2.9066, 4.4516, -1.1144], [3.6876, 5.1261, -0.1824], [4.9035, 4.6059, -0.2481], [5.8467, 5.1026, 0.3170], [4.9513, 3.5434, -1.0809], [4.1043, 1.0703, -1.0528], [2.3647, 1.3864, -1.2591], [3.2766, 2.0350, 0.2169], [3.6927, 3.1300, -2.6405], [1.9177, 4.3397, -0.7138], [2.7258, 5.0300, -1.9483], [0.9220, -4.9709, 5.3835], [0.8007, -3.8729, 4.2960], [-0.2660, -2.8380, 4.5811], [0.3563, -1.5783, 4.4243], [1.6517, -1.7521, 4.4862], [2.4310, -0.8313, 4.5782], [1.9272, -3.0780, 4.4844], [1.8757, -5.4432, 5.3184], [0.2112, -5.7597, 5.1936], [0.8635, -4.5632, 6.4268], [0.8166, -4.2578, 3.2881], [-0.4184, -2.8791, 5.6778], [-1.2143, -2.9437, 4.0464], [-0.1792, -2.6880, 0.8928], [1.1829, -2.8330, 0.3093], [1.8374, -1.5069, -0.0593], [2.9415, -1.3428, 0.7572], [3.1356, -2.4842, 1.4463], [4.1831, -2.7852, 2.0327], [2.0947, -3.2734, 1.3125], [-0.8827, -2.3647, 0.1114], [-0.2183, -2.1303, 1.8589], [-0.5075, -3.6722, 1.1307], [1.2213, -3.5222, -0.5749], [1.2459, -0.5666, 0.0829], [2.1636, -1.5758, -1.0659], [0.4296, 2.7991, -3.8876], [1.6151, 2.0259, -4.4463], [1.3348, 1.1303, -5.5985], [2.5290, 1.1446, -6.3365], [3.1305, 2.3280, -6.0530], [4.0580, 2.7740, -6.7249], [2.5766, 2.8868, -4.9355], [0.6163, 3.2319, -2.9208], [-0.4210, 2.1379, -3.7096], [0.1773, 3.6547, -4.5317], [2.1873, 1.5042, -3.6499], [0.4632, 1.5146, -6.1696], [0.9940, 0.1373, -5.2606], [-3.9476, -1.3078, -2.4275], [-2.9539, -0.2185, -2.1949], [-2.3545, -0.1267, -0.7997], [-0.9864, -0.0257, -1.0304], [-0.6958, -0.3571, -2.2965], [0.4412, -0.3619, -2.7274], [-1.8041, -0.5449, -3.0365], [-4.2538, -1.3822, -3.5054], [-4.8371, -1.2839, -1.8210], [-3.5348, -2.3266, -2.2448], [-3.3841, 0.6852, -2.5109], [-2.6017, -0.9756, -0.1517], [-2.5865, 0.8055, -0.2997], [-4.7687, -5.0812, -0.8884], [-5.4722, -3.8576, -0.3308], [-6.1425, -4.0044, 1.0314], [-5.2422, -3.4117, 1.9474], [-4.3293, -2.8461, 1.3095], [-3.4489, -2.2424, 1.8833], [-4.3842, -3.0017, 0.0004], [-5.4048, -5.9449, -1.0691], [-3.9377, -5.4525, -0.2291], [-4.2178, -4.6990, -1.7267], [-5.9802, -3.2954, -1.0437], [-6.3813, -5.0075, 1.1866], [-7.0696, -3.4322, 1.1204], [4.8534, 0.4344, 2.4375], [5.5028, 1.6740, 1.9017], [6.8838, 1.8616, 2.6022], [7.7108, 1.9504, 1.5158], [7.0783, 1.6711, 0.3677], [7.6791, 1.5722, -0.7497], [5.7995, 1.4345, 0.5746], [4.7806, 0.4124, 3.5360], [5.2502, -0.4754, 2.1403], [3.8391, 0.2712, 2.0577], [4.8357, 2.4848, 2.0812], [7.1246, 0.9151, 3.1268], [6.8724, 2.7198, 3.2985], [-3.5767, 3.3925, -1.2877], [-4.4912, 2.3225, -1.2416], [-5.6006, 2.4699, -1.9782], [-5.8815, 3.6443, -2.7131], [-6.3641, 1.3412, -2.0436], [-7.5292, 1.3994, -2.7600], [-4.1432, 4.3099, -1.2250], [-3.0059, 3.3069, -2.1982], [-2.8972, 3.4419, -0.4496], [-7.4212, 1.8072, -3.8086], [-8.2105, 2.0665, -2.2305], [-8.0208, 0.4286, -2.6452]], "de_lowest_ev": 2.142, "total_charge": 0, "smiles": "C[C@H]1COC(=O)O1.C[C@H]1COC(=O)O1.C[C@H]1COC(=O)O1.C[C@H]1COC(=O)O1.C[C@H]1COC(=O)O1.C[C@H]1COC(=O)O1.C[C@H]1COC(=O)O1.C[C@H]1COC(=O)O1.COC(=O)OC"}

Across the entries above, E_HOMO takes the values -0.957 -9.725 eV, respectively.
Across the entries above, calculated total energy takes the values -354792.4272 -92451.2665 eV, respectively.
Across the entries above, gap between HOMO and LUMO takes the values 3.955 9.285 eV, respectively.